DFT (the ωB97M-V functional and the def2-TZVPD basis) results for a 9-piece molecular cluster, C71H57NO38 overall.

The geometry in XYZ format:
```
167
Properties=species:S:1:pos:R:3:lowdin_charge:R:1
C -3.004 -2.874 2.958 0.032
C -3.362 -1.617 3.698 -0.548
O -3.443 -1.546 4.896 0.113
O -3.580 -0.585 2.871 0.000
C -3.890 0.669 3.506 -0.138
C -2.696 1.376 4.131 -0.070
C -1.931 2.209 3.081 -0.142
C -1.449 3.542 3.661 -0.237
O -2.332 4.264 4.484 0.032
C -0.092 3.209 4.225 -0.386
O 0.527 3.787 5.087 0.099
N 0.318 2.095 3.554 0.206
C -0.593 1.593 2.571 -0.335
C -0.380 2.082 1.105 -0.024
C 0.973 2.661 0.794 -0.226
C 1.881 1.916 0.053 -0.041
C 3.155 2.387 -0.240 -0.028
C 3.559 3.641 0.205 -0.269
C 4.935 4.187 -0.055 -0.033
C 2.647 4.412 0.929 -0.031
C 1.379 3.932 1.217 -0.028
O -0.794 0.174 2.511 0.034
C 0.076 -0.675 3.135 -0.419
O 0.332 -0.606 4.301 0.157
C 0.618 -1.722 2.228 -0.136
C 1.553 -2.617 2.740 -0.008
C 2.054 -3.622 1.929 -0.060
C 1.617 -3.742 0.615 -0.064
C 0.692 -2.843 0.101 -0.066
C 0.187 -1.835 0.906 -0.024
H -3.609 -3.687 3.349 0.089
H -3.222 -2.773 1.898 0.084
H -1.944 -3.086 3.079 0.083
H -4.256 1.333 2.735 0.094
H -4.692 0.498 4.220 0.133
H -3.079 2.028 4.914 0.129
H -2.049 0.666 4.644 0.124
H -2.649 2.420 2.296 0.121
H -1.232 4.172 2.785 0.156
H -2.608 5.053 4.013 0.092
H 1.303 1.879 3.526 0.175
H -1.182 2.759 0.819 0.089
H -0.465 1.192 0.485 0.122
H 1.606 0.936 -0.319 0.117
H 3.846 1.798 -0.829 0.107
H 5.384 3.711 -0.924 0.064
H 5.555 3.900 0.798 0.088
H 4.945 5.269 -0.119 0.080
H 2.919 5.394 1.292 0.120
H 0.700 4.554 1.786 0.114
H 1.868 -2.527 3.768 0.121
H 2.771 -4.328 2.322 0.106
H 1.986 -4.531 -0.021 0.077
H 0.327 -2.928 -0.913 0.103
H -0.549 -1.134 0.544 0.110
O 2.559 -6.565 -1.125 0.086
C 2.197 -7.229 -2.084 -0.307
C 1.431 -6.712 -3.193 0.073
C 1.077 -7.539 -4.190 -0.228
O 0.382 -7.158 -5.242 0.108
C 1.454 -9.005 -4.186 -0.300
O 1.072 -9.677 -5.123 0.118
C 2.243 -9.517 -3.079 0.082
C 2.594 -8.684 -2.092 -0.219
O 3.315 -9.050 -1.036 0.102
H 1.166 -5.665 -3.184 0.133
H 0.262 -7.942 -5.814 0.093
H 2.518 -10.564 -3.090 0.119
H 3.409 -8.246 -0.487 0.124
O -4.942 6.033 2.931 0.102
C -5.092 5.607 1.795 -0.306
C -5.367 6.428 0.644 0.049
C -5.479 5.848 -0.558 -0.241
O -5.696 6.523 -1.677 0.125
C -5.350 4.360 -0.749 -0.323
O -5.470 3.930 -1.882 0.107
C -5.070 3.534 0.407 0.068
C -4.934 4.121 1.600 -0.226
O -4.595 3.461 2.697 0.082
H -5.450 7.491 0.789 0.117
H -5.728 5.858 -2.392 0.121
H -4.947 2.470 0.257 0.138
H -4.515 4.124 3.412 0.117
O -3.453 8.663 0.384 0.074
C -3.040 9.811 0.288 -0.287
C -2.346 10.333 -0.864 0.075
C -1.930 11.609 -0.853 -0.227
O -1.290 12.178 -1.858 0.127
C -2.163 12.520 0.330 -0.310
O -1.731 13.654 0.244 0.112
C -2.878 11.998 1.476 0.078
C -3.295 10.724 1.464 -0.225
O -3.951 10.164 2.468 0.127
H -2.182 9.675 -1.706 0.136
H -1.109 13.098 -1.579 0.123
H -3.052 12.659 2.313 0.138
H -4.124 9.237 2.216 0.114
O 5.571 2.092 -3.097 0.092
C 5.172 1.298 -3.930 -0.312
C 4.381 1.656 -5.088 0.075
C 3.981 0.691 -5.929 -0.235
O 3.257 0.917 -7.013 0.120
C 4.325 -0.763 -5.707 -0.314
O 3.896 -1.562 -6.519 0.106
C 5.134 -1.117 -4.559 0.074
C 5.537 -0.152 -3.720 -0.235
O 6.278 -0.377 -2.647 0.119
H 4.136 2.698 -5.237 0.138
H 3.111 0.044 -7.429 0.121
H 5.388 -2.158 -4.415 0.136
H 6.420 0.494 -2.227 0.119
O -1.349 4.962 11.924 0.088
C -1.129 4.389 10.868 -0.324
C -0.234 4.869 9.844 0.065
C -0.078 4.162 8.709 -0.229
O 0.719 4.541 7.733 0.118
C -0.827 2.865 8.472 -0.304
O -0.645 2.293 7.417 0.118
C -1.712 2.376 9.515 0.073
C -1.856 3.087 10.641 -0.242
O -2.638 2.723 11.649 0.107
H 0.292 5.796 10.025 0.132
H 0.663 3.878 7.009 0.083
H -2.230 1.443 9.344 0.134
H -2.546 3.427 12.321 0.116
O -0.844 -5.694 -12.763 0.109
C -0.806 -6.135 -11.630 -0.312
C -1.422 -7.377 -11.211 0.075
C -1.326 -7.755 -9.929 -0.231
O -1.855 -8.872 -9.455 0.123
C -0.597 -6.924 -8.900 -0.293
O -0.582 -7.344 -7.756 0.097
C 0.036 -5.694 -9.320 0.079
C -0.057 -5.317 -10.604 -0.233
O 0.487 -4.212 -11.085 0.122
H -1.943 -7.963 -11.955 0.137
H -1.639 -8.898 -8.503 0.121
H 0.567 -5.115 -8.578 0.138
H 0.261 -4.189 -12.036 0.122
O 3.097 -12.600 -1.768 0.095
C 3.083 -13.137 -0.674 -0.303
C 2.436 -14.399 -0.393 0.073
C 2.472 -14.888 0.856 -0.235
O 1.912 -16.031 1.212 0.120
C 3.165 -14.161 1.986 -0.315
O 3.122 -14.686 3.083 0.105
C 3.830 -12.909 1.699 0.073
C 3.798 -12.421 0.449 -0.230
O 4.372 -11.289 0.086 0.108
H 1.940 -14.911 -1.205 0.136
H 2.090 -16.133 2.169 0.121
H 4.336 -12.404 2.509 0.135
H 4.181 -11.169 -0.863 0.098
O -2.537 5.470 -0.076 0.110
C -1.525 5.136 -0.669 -0.281
C -1.248 3.797 -1.137 0.045
C -0.074 3.551 -1.738 -0.240
O 0.281 2.364 -2.196 0.113
C 0.968 4.629 -1.943 -0.311
O 2.005 4.292 -2.484 0.113
C 0.673 5.975 -1.497 0.078
C -0.501 6.220 -0.898 -0.225
O -0.874 7.412 -0.457 0.105
H -1.996 3.032 -0.980 0.139
H 1.176 2.476 -2.574 0.121
H 1.416 6.742 -1.664 0.139
H -1.776 7.306 -0.081 0.090
```

The calculation puts the HOMO-LUMO gap at 7.2 eV. The SMILES is CC(=O)OCC[C@H]1[C@@H](O)C(=O)N[C@@]1(Cc1ccc(C)cc1)OC(=O)c1ccccc1.O=C1C=C(O)C(=O)C=C1O.O=C1C=C(O)C(=O)C=C1O.O=C1C=C(O)C(=O)C=C1O.O=C1C=C(O)C(=O)C=C1O.O=C1C=C(O)C(=O)C=C1O.O=C1C=C(O)C(=O)C=C1O.O=C1C=C(O)C(=O)C=C1O.O=C1C=C(O)C(=O)C=C1O. As for the energy: -153844.5851 eV.